(1)
A cluster of 9 separate species, C56H126F12N7P2 in total, computed with ωB97M-V/def2-TZVPD.

Structure (XYZ):
```
203
Properties=species:S:1:pos:R:3:forces:R:3
C 3.5863 21.2116 12.6940 -0.42 -0.94 -0.13
C 3.1226 22.4034 11.8725 -0.58 -0.70 -0.03
C 3.5567 22.1371 10.4226 0.58 1.33 -1.07
N 3.2320 23.1688 9.3252 0.32 2.48 0.26
C 1.7739 23.1014 8.8133 1.38 -0.50 0.40
C 3.4812 24.6717 9.8021 -0.10 -0.62 0.95
C 4.0833 25.3847 8.6679 -0.76 0.80 -0.42
C 4.9838 24.4163 7.9755 0.06 -0.71 -0.23
C 4.2728 23.0421 8.1563 0.07 0.12 -0.25
H 4.6471 20.9977 12.5630 0.02 -0.11 -0.05
H 2.9705 20.3881 12.3323 0.45 -0.59 -0.13
H 3.3524 21.2043 13.7586 0.07 0.70 0.06
H 3.5092 23.2927 12.3703 -0.05 0.36 -0.77
H 2.0355 22.3586 11.9380 -0.11 0.58 0.00
H 3.2002 21.2524 9.8951 -0.11 -0.56 0.97
H 4.6457 22.1339 10.3759 0.02 -0.27 0.26
H 1.6535 22.1492 8.2966 -0.01 0.03 0.06
H 1.6174 23.9121 8.1016 -0.05 0.00 0.27
H 1.1259 23.1395 9.6889 -0.02 0.20 -0.22
H 2.5999 25.1968 10.1704 -0.45 -0.73 -0.11
H 4.2197 24.8195 10.5902 -0.03 -1.41 0.44
H 3.2670 25.6846 8.0107 0.31 0.48 -0.28
H 4.5823 26.2339 9.1346 0.01 0.33 -0.72
H 5.0751 24.7121 6.9304 0.10 -0.39 -0.02
H 5.9895 24.3876 8.3947 -0.08 -0.01 0.11
H 3.7823 22.7170 7.2387 -0.41 0.17 0.22
H 4.9944 22.2565 8.3804 -0.22 0.04 0.30
C 6.5850 21.6476 21.0488 -0.24 -0.85 -1.48
C 6.3158 21.5464 22.5074 -0.48 -0.72 1.09
C 5.6244 20.1570 22.9336 1.11 0.17 -0.57
N 5.8308 19.8094 24.3888 -0.91 -1.69 0.40
C 7.3016 19.4278 24.5990 -0.50 1.43 0.66
C 4.9631 18.5814 24.8321 -0.33 -0.90 -0.02
C 4.7402 18.6541 26.3323 -0.01 1.07 0.35
C 4.7334 20.1641 26.6004 0.21 0.58 -0.33
C 5.1622 20.8636 25.2923 2.40 -0.23 0.10
H 7.0679 22.5352 20.6401 -0.14 0.46 0.73
H 5.6687 21.5055 20.4759 0.09 -0.31 -0.33
H 7.3149 20.8659 20.8379 -0.22 -0.36 -0.51
H 5.7235 22.3991 22.8392 0.05 -0.09 0.36
H 7.3302 21.5982 22.9027 -0.32 0.06 0.91
H 6.0808 19.3315 22.3875 0.54 0.09 -0.12
H 4.5856 19.9669 22.6638 -0.37 0.93 0.33
H 7.4761 19.2074 25.6521 -0.31 -0.74 -0.16
H 7.9625 20.2843 24.4662 -0.32 0.20 -0.43
H 7.5690 18.6659 23.8669 -0.17 -0.16 0.47
H 5.4633 17.6325 24.6381 0.07 0.24 -0.77
H 3.9940 18.6569 24.3391 0.23 0.01 -0.36
H 5.5046 18.1240 26.9006 0.14 0.19 -0.10
H 3.7850 18.3412 26.7539 -0.05 -0.78 -0.89
H 5.4084 20.3402 27.4379 -0.12 0.61 -0.16
H 3.7356 20.5386 26.8290 0.11 -0.14 0.28
H 6.0080 21.5325 25.4516 -0.54 0.73 0.13
H 4.3991 21.2897 24.6410 -0.19 0.03 0.55
C 2.2426 26.2308 16.3659 0.16 -1.66 1.03
C 2.7330 25.8255 17.7985 -1.34 1.08 0.44
C 2.1346 24.5154 18.4103 1.93 -0.77 -1.82
N 2.4042 24.2787 19.8582 1.06 0.04 0.11
C 3.9477 24.1146 20.1771 -1.59 -0.84 -0.25
C 1.6969 22.9777 20.3681 1.37 0.51 -2.17
C 1.4264 23.2267 21.7789 -0.57 0.12 0.47
C 1.2476 24.7258 21.8736 -0.63 1.11 1.74
C 1.8308 25.4402 20.6750 0.42 -1.33 0.14
H 2.2992 25.3431 15.7359 -0.11 -0.03 -0.25
H 2.9217 26.9614 15.9261 -0.46 0.27 0.22
H 1.1949 26.5163 16.4599 0.19 0.40 -0.47
H 2.3400 26.6163 18.4375 0.24 0.32 0.11
H 3.8130 25.9720 17.8110 0.08 -0.84 0.32
H 2.6005 23.6804 17.8871 0.15 -0.25 0.03
H 1.0816 24.3156 18.2118 -0.19 0.78 0.27
H 4.2121 23.1283 19.7959 0.12 0.35 -0.85
H 4.1009 23.9301 21.2404 -0.44 0.80 0.22
H 4.5414 24.9436 19.7920 -0.28 -0.16 0.04
H 2.3430 22.1091 20.2410 0.03 0.17 -0.50
H 0.8460 22.8742 19.6948 -0.17 -0.07 0.34
H 2.2302 22.8427 22.4071 -0.39 -0.15 0.13
H 0.4734 22.7120 21.9009 0.24 -0.14 1.12
H 1.6650 25.1784 22.7731 -0.04 -0.35 0.22
H 0.1796 24.9349 21.9360 0.03 0.16 -0.06
H 2.7043 26.0689 20.8477 -0.54 0.36 0.24
H 0.9896 25.9557 20.2117 0.63 0.01 -0.77
C 6.4947 17.5470 20.1006 -0.36 -0.47 0.86
C 5.1416 16.9419 20.6112 -0.50 -0.19 -1.65
C 4.5800 15.9254 19.4969 -0.65 -0.36 2.33
N 3.1037 15.3997 19.7436 -0.67 -0.63 0.22
C 2.0739 16.5008 19.4969 0.77 -0.05 -0.11
C 2.6888 14.1703 18.8728 0.09 0.65 0.08
C 1.8001 13.3010 19.7300 0.43 -2.25 -0.15
C 1.7416 13.7956 21.1541 0.97 1.46 -0.36
C 2.9626 14.7678 21.1871 -0.70 1.01 -0.50
H 7.1833 17.5340 20.9454 0.28 -0.21 -0.07
H 6.4808 18.5978 19.8112 -0.52 -0.09 -0.40
H 6.9103 16.9171 19.3141 0.14 0.18 -0.06
H 4.3993 17.7236 20.7723 0.03 0.04 0.10
H 5.3289 16.4384 21.5596 -0.25 -0.17 -0.15
H 5.1078 14.9845 19.6528 0.43 0.14 -0.60
H 4.7089 16.3570 18.5043 -0.45 -0.25 -0.06
H 2.2405 17.3010 20.2180 -0.04 0.00 -0.18
H 1.0269 16.1978 19.5072 0.21 -0.68 0.58
H 2.2162 16.8049 18.4599 0.34 0.34 0.07
H 2.0982 14.4642 18.0051 0.59 0.62 -0.20
H 3.5650 13.5945 18.5747 0.18 0.54 -0.07
H 0.8648 13.0208 19.2454 -0.26 0.64 0.20
H 2.3061 12.3361 19.7613 0.04 -0.19 0.03
H 0.7945 14.3091 21.3197 0.21 0.02 0.50
H 1.9567 13.0182 21.8872 -0.51 0.06 -0.03
H 2.8420 15.6103 21.8681 0.03 -0.07 0.08
H 3.8876 14.2375 21.4134 0.02 0.01 -0.24
C -0.2413 20.4009 15.1472 -1.40 -0.57 1.20
C -1.2845 20.6226 16.3154 0.94 -1.03 -0.12
C -1.4528 19.3587 17.2271 -0.91 0.80 0.09
N -2.4191 19.6553 18.4327 1.30 0.06 -1.45
C -3.7816 20.0803 17.9051 0.49 -0.40 0.82
C -1.7975 20.6904 19.4015 0.16 0.37 -2.05
C -2.4370 20.4396 20.6968 -0.06 0.54 0.63
C -2.5459 18.9423 20.7564 -0.31 -1.04 0.11
C -2.5051 18.4003 19.2745 -0.88 0.98 1.15
H -0.7563 19.8103 14.3895 0.15 0.11 -0.29
H 0.5771 19.7954 15.5368 0.28 0.49 -0.21
H 0.0416 21.3752 14.7489 0.26 -0.25 -0.02
H -2.2507 20.8336 15.8571 0.00 0.18 0.15
H -0.9504 21.4881 16.8875 -0.13 -0.10 0.19
H -0.5839 18.8494 17.6438 0.46 0.93 0.12
H -1.8972 18.5353 16.6681 -0.54 0.17 -0.14
H -4.0512 19.4422 17.0635 0.00 -0.10 0.23
H -3.7939 21.1184 17.5729 0.23 -0.10 0.23
H -4.4462 19.9273 18.7554 -0.32 0.19 -0.33
H -2.0207 21.6839 19.0127 0.25 -0.03 -0.18
H -0.7291 20.4804 19.3512 0.07 0.07 0.26
H -3.3984 20.9524 20.7247 -0.23 -0.24 -0.02
H -1.8825 20.8721 21.5296 0.23 -0.22 -0.02
H -3.4636 18.7464 21.3110 0.08 -0.73 -0.24
H -1.7034 18.4906 21.2801 -0.13 0.14 0.19
H -3.4218 17.8903 18.9785 0.29 -0.28 0.02
H -1.6087 17.7997 19.1198 -0.24 0.04 -0.15
C 2.3554 12.2607 14.2928 0.90 -0.70 0.35
C 1.8065 13.5858 13.8320 0.00 1.07 0.12
C 2.4995 14.8483 14.4327 -1.23 0.00 -1.10
N 1.9862 16.1615 13.7485 -1.66 1.77 -1.89
C 0.4359 16.4502 13.9364 0.73 -1.65 0.10
C 2.7305 17.3936 14.1967 0.57 0.15 0.95
C 4.0024 17.4490 13.3875 0.61 0.42 0.21
C 3.5652 17.0525 11.9856 -0.26 -0.24 -0.11
C 2.2878 16.2245 12.1890 0.23 -1.10 0.16
H 2.4112 12.0736 15.3652 -0.62 0.31 0.17
H 3.3998 12.1127 14.0178 0.08 0.22 -0.45
H 1.8095 11.4397 13.8279 -0.10 0.08 0.11
H 0.7500 13.6766 14.0842 -0.08 -0.18 0.06
H 1.8496 13.5815 12.7428 0.08 0.12 0.01
H 3.5866 14.8520 14.3533 -0.02 0.05 -0.10
H 2.1962 14.9537 15.4743 0.18 0.18 0.17
H 0.1864 16.3453 14.9922 0.28 0.10 0.14
H -0.1273 15.6878 13.3982 0.27 -0.18 0.01
H 0.0559 17.3975 13.5538 0.97 0.26 -0.07
H 2.1378 18.2949 14.0403 -0.34 -0.26 -0.29
H 2.9297 17.3691 15.2681 -0.14 -0.32 0.22
H 4.4496 18.4420 13.4342 -0.35 0.30 -0.18
H 4.7968 16.8721 13.8611 -0.15 -0.71 -0.31
H 3.2459 17.9259 11.4169 0.23 0.23 0.14
H 4.2912 16.5468 11.3489 0.14 -0.15 0.36
H 1.5257 16.6871 11.5619 -0.70 0.04 0.96
H 2.3218 15.1958 11.8300 0.35 0.12 0.18
C 10.7937 17.2682 16.8797 -0.14 -1.40 -0.63
C 10.4562 18.6515 16.3737 0.15 0.79 1.49
C 8.9566 18.8284 16.7187 1.14 1.32 -0.54
N 8.4282 20.2876 16.5340 -1.69 0.36 0.60
C 8.8523 21.2141 17.6715 1.24 -0.66 -0.43
C 6.8884 20.2287 16.5692 0.27 0.18 0.53
C 6.4844 19.8943 15.1503 -0.76 -1.74 1.26
C 7.4393 20.6753 14.3451 0.55 0.53 -1.54
C 8.6691 20.9364 15.1926 0.76 -0.14 -0.36
H 11.7867 16.8744 16.6627 0.03 0.44 -0.29
H 10.0863 16.6218 16.3602 0.14 -0.55 -0.07
H 10.6378 17.0289 17.9316 -0.12 0.75 0.19
H 10.7087 18.8056 15.3247 -0.47 -0.49 -0.16
H 11.0990 19.3846 16.8611 -0.19 0.24 0.37
H 8.7052 18.6238 17.7594 0.35 -0.13 -0.02
H 8.4430 18.0917 16.1009 -0.63 0.57 -0.16
H 9.8830 21.4727 17.4289 -0.02 0.21 0.33
H 8.8420 20.7265 18.6462 -0.12 -0.39 -0.27
H 8.2486 22.1165 17.7680 -0.12 -0.21 -0.62
H 6.5624 21.2326 16.8411 -0.09 -0.07 0.02
H 6.6393 19.5446 17.3803 -0.40 -0.07 -0.24
H 5.4301 20.0714 14.9381 0.07 0.31 0.25
H 6.6019 18.8176 15.0284 0.09 -0.14 -0.20
H 6.9346 21.5815 14.0100 0.42 0.21 -0.05
H 7.8247 20.1397 13.4776 -0.59 0.03 -0.29
H 8.8892 22.0006 15.2782 -0.03 -0.13 0.48
H 9.5223 20.4688 14.7012 0.14 0.10 0.42
P 2.9650 20.0103 17.7297 -0.16 1.07 -2.21
F 4.2308 21.0020 18.2436 -0.54 -0.52 -1.13
F 3.9743 18.7951 17.3066 0.54 0.48 1.45
F 2.7848 19.7021 19.2511 -0.42 -0.85 0.57
F 1.7714 18.9856 17.2913 -0.41 0.31 0.80
F 1.9201 21.2986 17.7336 -0.31 -0.32 2.00
F 3.0561 20.4859 16.1996 1.51 -0.02 -1.45
P 1.1493 18.8959 22.9492 -0.95 -0.89 1.41
F 1.4116 18.5276 24.5005 0.75 -0.31 -0.07
F 0.4711 17.4397 22.6900 0.28 0.32 -0.27
F -0.2708 19.4652 23.4603 0.16 0.71 -0.80
F 0.7637 19.3348 21.4131 0.79 -0.14 0.44
F 1.9616 20.2940 23.1765 -0.45 0.23 -0.41
F 2.6082 18.2239 22.5631 -0.25 0.21 -0.72
```
Positions in Å, forces in eV/Å.

Computed properties:
2S+1 = 2
highest occupied orbital energy (spin up / spin down) = -8.75 / -18.05 eV
expectation value of S² = 0.751
gap between HOMO and LUMO (spin up / spin down) = 0.0736 / 0.4110 hartree
total charge = +4

Atom charges from the Löwdin analysis, given in e for atoms 1 to 99: C -0.115; C -0.215; C -0.115; N -0.204; C 0.047; C -0.116; C -0.199; C -0.126; C -0.057; H 0.072; H 0.065; H 0.067; H 0.112; H 0.109; H 0.139; H 0.124; H 0.106; H 0.112; H 0.103; H 0.139; H 0.129; H 0.129; H 0.141; H 0.131; H 0.124; H 0.132; H 0.121; C -0.126; C -0.194; C -0.093; N -0.234; C 0.046; C -0.087; C -0.141; C -0.123; C -0.060; H 0.086; H 0.057; H 0.066; H 0.104; H 0.105; H 0.102; H 0.116; H 0.116; H 0.095; H 0.108; H 0.134; H 0.101; H 0.117; H 0.131; H 0.123; H 0.126; H 0.133; H 0.128; C -0.076; C -0.206; C -0.137; N -0.210; C 0.068; C -0.107; C -0.160; C -0.140; C -0.082; H 0.060; H 0.080; H 0.080; H 0.092; H 0.104; H 0.115; H 0.137; H 0.070; H 0.100; H 0.105; H 0.117; H 0.124; H 0.114; H 0.130; H 0.128; H 0.125; H 0.135; H 0.140; C -0.098; C -0.188; C -0.077; N -0.198; C -0.001; C -0.120; C -0.189; C -0.121; C -0.060; H 0.062; H 0.045; H 0.066; H 0.076; H 0.100; H 0.115; H 0.091; H 0.068; H 0.096

(2)
A cluster of 2 separate species, C5H10N2O in total, computed with ωB97M-V/def2-TZVPD.

Structure (XYZ):
```
18
Properties=species:S:1:pos:R:3:forces:R:3
C 0.1451 -1.2997 1.2395 0.11 -0.11 -0.02
C -0.6311 -0.7109 0.3330 0.07 0.16 -0.10
N -1.1365 0.5758 0.4791 -0.04 0.16 0.67
C -0.9450 -1.3260 -1.0137 -0.18 0.14 0.01
O -0.5007 -2.6468 -1.1770 0.09 -0.14 0.01
H 0.6423 -2.2307 1.0341 0.02 -0.15 -0.10
H 0.3448 -0.8330 2.1883 0.00 0.13 0.20
H -2.0269 0.7495 0.0379 -0.02 0.07 0.22
H -0.9834 1.0310 1.3998 -0.38 -0.55 -1.17
H -2.0345 -1.2608 -1.1843 0.15 0.08 0.01
H -0.4556 -0.7468 -1.8038 -0.10 0.02 0.10
H -0.8347 -3.1719 -0.4431 -0.02 -0.03 0.04
C 1.5622 1.8456 -0.6252 0.09 -0.21 -0.51
C 1.0693 2.2356 0.6687 0.08 0.53 1.04
N 0.7370 2.5644 1.7204 0.13 -0.05 -0.33
H 2.5031 2.3561 -0.8347 -0.06 -0.05 0.00
H 1.7191 0.7664 -0.6340 0.01 0.02 -0.04
H 0.8254 2.1022 -1.3850 0.06 -0.01 -0.03
```
Positions in Å, forces in eV/Å.

Computed properties:
2S+1 = 1
highest occupied orbital energy = -8.49 eV
ΔE to the lowest compared entry with this formula, charge and spin = 1.456 eV
gap between HOMO and LUMO = 0.3398 hartree
SMILES string = C=C(N)CO.CC#N

And the natural (NBO) charges, in e, turn out to be: C -0.541; C 0.158; N -0.841; C -0.096; O -0.702; H 0.210; H 0.206; H 0.379; H 0.413; H 0.160; H 0.189; H 0.470; C -0.731; C 0.330; N -0.378; H 0.254; H 0.265; H 0.256

(3)
A cluster of 3 separate species, C26H28IN6O6P3 in total, computed with ωB97M-V/def2-TZVPD.

Structure (XYZ):
```
70
Properties=species:S:1:pos:R:3:forces:R:3
C 1.4776 -3.2007 -2.2158 0.29 0.95 0.75
C 1.1272 -2.1462 -0.9981 -0.66 -1.50 1.07
C 2.0459 -2.5565 0.3296 1.14 1.49 -1.20
I 1.0945 -4.1724 1.5397 0.63 0.89 -0.61
C 2.4369 -1.2278 1.2624 -0.89 2.14 1.75
C 1.2178 -0.3329 1.9798 4.38 1.37 0.17
P -0.6058 -0.8135 1.7183 0.33 -1.67 -0.71
C -1.6143 -0.9239 3.3245 -0.89 0.67 1.35
C -1.4664 0.1587 0.3292 -0.80 0.48 -1.08
C 1.6683 0.9940 2.8940 4.74 -1.83 -1.39
P 0.2493 2.0076 3.6695 -3.80 -0.22 -2.51
O -0.9508 2.3432 2.6978 3.50 -0.83 2.27
C 3.2862 1.3661 3.1001 -2.75 -1.79 -2.10
P 3.8401 2.8711 4.2068 2.90 -3.24 1.71
N 4.7698 2.2533 5.4219 -1.75 0.27 -1.88
C 4.5008 0.4736 2.3732 -1.59 0.38 0.38
N 5.9044 0.9395 2.6489 -1.00 -6.07 -4.98
C 6.8402 0.0534 1.8769 -1.67 0.17 0.42
C 6.4552 -1.2120 0.9317 -3.89 1.48 1.73
N 7.5697 -2.0015 0.2452 -2.65 3.90 -6.42
C 7.4977 -1.6176 -1.0936 2.18 -0.28 -3.75
O 7.6621 -1.3633 -2.4161 -1.56 -2.14 11.35
N 5.0380 -1.6566 0.7371 2.85 4.60 2.95
C 4.0402 -0.7903 1.4558 0.13 0.00 0.21
H 0.9429 -2.7925 -3.1780 1.12 -1.12 1.80
H 1.1090 -4.2931 -1.9138 0.87 2.45 -0.78
H 2.6568 -3.1585 -2.3508 -2.53 -0.34 -0.02
H -0.0068 -2.3588 -0.7034 2.37 0.80 -0.55
H 1.2159 -1.0154 -1.2919 0.47 -2.91 1.09
H 3.0082 -3.0830 -0.1298 -1.85 1.42 1.53
H -2.5618 -1.5970 3.1193 2.07 1.31 0.10
H -1.0046 -1.4782 4.1830 -1.11 1.30 -1.98
H -2.0270 0.1219 3.7046 0.90 -2.12 -0.63
H -0.6952 0.3113 -0.5559 -1.56 -0.03 2.21
H -2.0231 1.1354 0.6528 1.46 -1.56 -0.54
H -2.3098 -0.5598 -0.1159 2.50 1.78 1.15
H 0.6400 3.2377 4.3046 0.51 -0.97 -0.22
H -0.3177 1.1650 4.7318 1.09 0.67 -0.60
H 2.7368 3.6224 4.7402 0.30 -0.24 -0.91
H 4.6603 3.7953 3.4197 -1.20 -0.50 0.23
H 4.8187 1.2122 5.3403 -0.09 1.25 0.04
H 8.0038 0.3013 1.9803 -2.93 -0.57 -0.21
C -0.6915 3.3223 -5.7646 0.05 -0.11 0.08
C -1.4575 2.8578 -4.6942 0.36 -0.19 -0.08
C -0.9995 1.7928 -3.9161 0.07 -0.02 -0.02
C 0.2347 1.2006 -4.2174 -0.33 0.80 -0.54
C 1.0021 1.6599 -5.2961 -0.03 0.01 0.03
C 0.5324 2.7238 -6.0688 -0.22 -0.15 0.33
N 0.7335 0.0974 -3.3875 0.54 -0.68 0.32
O 0.0167 -0.2928 -2.4539 0.34 1.08 -2.29
O 1.8440 -0.3777 -3.6652 -1.68 0.66 0.47
H -1.0502 4.1566 -6.3650 0.07 -0.18 0.12
H -2.4110 3.3284 -4.4642 0.21 -0.14 0.00
H -1.6082 1.4425 -3.0853 0.31 -0.05 -0.14
H 1.9594 1.2063 -5.5441 -0.27 -0.01 0.24
H 1.1221 3.0896 -6.9064 -0.09 -0.12 0.20
C -8.2094 0.0718 -0.3135 0.12 -0.06 0.03
C -8.1374 -0.4957 0.9596 0.34 -0.02 -0.24
C -6.9509 -1.0890 1.3952 0.05 0.02 -0.06
C -5.8362 -1.1044 0.5455 -0.83 0.45 -0.28
C -5.9082 -0.5422 -0.7360 -0.01 0.00 0.07
C -7.1010 0.0457 -1.1616 0.04 -0.17 0.39
N -4.5785 -1.7039 1.0072 0.86 -0.57 0.47
O -4.5606 -2.2077 2.1401 0.01 0.72 -1.67
O -3.6059 -1.6682 0.2398 -2.03 -0.82 1.19
H -9.1350 0.5382 -0.6467 0.19 -0.11 0.07
H -9.0060 -0.4728 1.6142 0.23 -0.04 -0.11
H -6.9109 -1.5268 2.3902 0.21 0.07 -0.29
H -5.0522 -0.5516 -1.4076 -0.10 -0.10 0.33
H -7.1659 0.4875 -2.1535 0.07 -0.12 0.21
```
Positions in Å, forces in eV/Å.

Computed properties:
2S+1 = 1
highest occupied orbital energy = -7.10 eV
gap between HOMO and LUMO = 0.1946 hartree

And the natural (NBO) charges, in e, turn out to be: C -0.638; C -0.448; C -0.372; I 0.102; C 0.051; C -0.294; P 0.746; C -0.962; C -0.949; C -0.362; P 1.394; O -1.077; C -0.311; P 1.225; N -1.273; C 0.134; N -0.354; C -0.008; C 0.294; N -0.521; C 0.881; O -0.478; N -0.389; C 0.135; H 0.223; H 0.225; H 0.208; H 0.233; H 0.251; H 0.265; H 0.279; H 0.254; H 0.229; H 0.260; H 0.247; H 0.272; H -0.031; H -0.038; H -0.036; H -0.026; H 0.374; H 0.242; C -0.172; C -0.212; C -0.201; C 0.089; C -0.201; C -0.212; N 0.507; O -0.384; O -0.363; H 0.223; H 0.226; H 0.251; H 0.251; H 0.227; C -0.173; C -0.211; C -0.201; C 0.089; C -0.204; C -0.213; N 0.508; O -0.374; O -0.378; H 0.222; H 0.227; H 0.251; H 0.248; H 0.225